Record 1
The following is a quantum chemistry calculation of a cluster of 2 separate species, C12H13N3O in total at a distorted geometry, from the OMol25 dataset.

Summary:
ΔE to the lowest compared entry with this formula, charge and spin = 94.3 kcal per mole
HOMO = -7.3 eV
Multiplicity = 1
Strongest force on any atom = 3.90 eV/A

Each line ends with the Löwdin charge.
CARTESIAN COORDINATES (ANGSTROEM)
O: 2.073 3.903 1.005  0.028
C: 1.256 3.032 0.862  -0.265
C: -0.170 3.231 0.791  -0.423
N: -1.052 2.234 0.585  0.031
C: -2.264 2.822 0.623  -0.230
C: -2.094 4.165 0.839  -0.199
N: -0.773 4.425 0.942  0.092
H: 1.633 2.020 0.799  0.075
H: -3.194 2.282 0.517  0.071
H: -2.865 4.916 0.937  0.083
C: -2.021 -1.199 -0.466  0.005
N: -0.746 -1.115 0.256  -0.096
C: 0.410 -1.731 -0.339  -0.217
C: 0.471 -3.112 -0.561  -0.018
C: 1.607 -3.687 -1.090  -0.071
C: 2.695 -2.900 -1.432  -0.066
C: 2.642 -1.531 -1.236  -0.057
C: 1.519 -0.952 -0.687  -0.004
C: -0.661 -0.382 1.387  0.214
H: -1.862 -1.610 -1.461  0.105
H: -2.714 -1.841 0.071  0.101
H: -2.467 -0.212 -0.581  0.094
H: -0.371 -3.721 -0.281  0.116
H: 1.653 -4.753 -1.237  0.109
H: 3.577 -3.353 -1.852  0.109
H: 3.485 -0.919 -1.508  0.114
H: 1.466 0.112 -0.538  0.102
H: 0.284 -0.245 1.867  0.108
H: -1.515 0.119 1.788  0.089

---

Record 2
The following is a quantum chemistry calculation of a structure of composition C12H13N4O6STi at a distorted geometry, from the OMol25 dataset.

Summary:
ΔE to the lowest compared entry with this formula, charge and spin = 21.9 kcal per mole
HOMO (alpha / beta) = -1.9 / -5.4 eV
Multiplicity = 3
Expectation value of S² = 2.024
Total charge = -1
Strongest force on any atom = 4.75 eV/A

Each line ends with the Löwdin spin population.
CARTESIAN COORDINATES (ANGSTROEM)
Ti: -0.740 0.265 0.434  0.839
N: 1.262 -1.026 -1.437  0.044
C: 1.861 -0.004 -0.711  0.106
C: 3.126 0.427 -1.052  0.058
C: 3.788 1.369 -0.246  0.275
C: 3.127 1.803 0.909  0.036
C: 1.848 1.383 1.162  0.175
N: 1.158 0.518 0.343  0.198
C: 0.376 -1.979 -0.934  0.042
C: 0.431 -3.276 -1.403  0.002
C: -0.406 -4.252 -0.851  0.055
C: -1.299 -3.849 0.153  0.008
C: -1.338 -2.536 0.552  0.044
N: -0.505 -1.580 0.033  0.019
H: 1.811 -1.364 -2.217  0.000
H: 3.610 0.017 -1.927  -0.001
H: 4.792 1.681 -0.479  0.022
H: 3.627 2.466 1.601  -0.004
H: 1.309 1.670 2.059  0.012
H: 1.136 -3.533 -2.184  -0.001
H: -0.337 -5.278 -1.179  0.004
H: -1.958 -4.577 0.606  0.000
H: -2.028 -2.181 1.314  0.003
N: -0.960 2.462 0.526  0.006
C: -1.526 2.899 -0.746  0.001
C: -1.788 1.657 -1.662  0.004
O: -2.567 1.757 -2.595  0.004
O: -1.046 0.657 -1.389  0.011
H: -1.696 2.337 1.248  0.000
H: -0.307 3.161 0.881  0.004
H: -0.790 3.496 -1.305  0.000
H: -2.446 3.489 -0.629  0.000
O: -3.070 -0.593 3.074  0.001
S: -2.365 0.377 2.278  0.003
O: -2.582 1.773 2.654  0.001
O: -2.654 0.227 0.808  0.029
O: -0.854 0.137 2.314  0.001

---

Record 3
The following is a quantum chemistry calculation of the molecule C12H13NO at a distorted geometry, from the OMol25 dataset.

Summary:
SMILES = Cc1ccc2ccccc2c1CON
ΔE to the lowest compared entry with this formula, charge and spin = 158.5 kcal per mole
HOMO = -7.9 eV
Multiplicity = 1
Strongest force on any atom = 6.60 eV/A

Each line ends with the Löwdin charge.
CARTESIAN COORDINATES (ANGSTROEM)
C: -3.028 1.011 0.195  -0.073
C: -1.972 -0.200 0.101  -0.181
C: -2.180 -1.540 0.147  -0.056
C: -0.971 -2.221 0.416  -0.053
C: 0.311 -1.737 0.606  -0.156
C: 1.455 -2.628 0.877  -0.007
C: 2.635 -2.007 0.603  -0.135
C: 2.847 -0.593 0.421  -0.072
C: 1.719 0.239 0.163  0.023
C: 0.385 -0.363 0.276  -0.173
C: -0.650 0.403 0.088  -0.132
C: -0.494 1.886 -0.125  -0.293
O: -0.135 2.091 -1.408  -0.151
N: 0.574 3.409 -1.547  0.036
H: -4.186 0.677 0.023  0.105
H: -2.852 2.049 0.981  0.154
H: -2.928 1.852 -0.549  0.041
H: -3.229 -1.946 -0.259  0.163
H: -1.280 -3.303 0.636  0.130
H: 1.079 -3.567 1.135  0.089
H: 3.640 -2.572 0.816  0.125
H: 4.032 -0.407 0.331  0.139
H: 1.723 1.250 -0.374  0.116
H: -1.273 2.525 0.076  0.063
H: 0.134 2.135 0.638  0.099
H: 1.610 3.352 -1.463  0.077
H: 0.250 3.862 -2.493  0.125

---

Record 4
The following is a quantum chemistry calculation of a cluster of 2 separate species, C12H13NO in total at a distorted geometry, from the OMol25 dataset.

Summary:
ΔE to the lowest compared entry with this formula, charge and spin = 163.1 kcal per mole
HOMO = -8.8 eV
Multiplicity = 1
Strongest force on any atom = 7.29 eV/A

Each line ends with the Löwdin charge.
CARTESIAN COORDINATES (ANGSTROEM)
C: -0.173 -0.451 0.439  -0.573
C: -0.917 -1.241 -0.650  -0.151
C: -2.095 -0.580 -1.162  -0.195
C: -2.908 0.137 0.047  -0.287
C: -2.217 1.345 0.412  -0.180
C: -0.679 0.945 0.427  -0.264
C: 1.509 1.002 0.010  -0.190
C: 2.794 1.523 -0.099  0.003
C: 3.718 0.516 -0.245  -0.097
C: 3.479 -0.806 -0.028  -0.119
C: 2.279 -1.289 0.211  -0.017
C: 1.326 -0.304 0.250  -0.126
H: -1.361 -0.065 2.355  0.363
H: -0.216 -1.832 -1.452  0.176
H: -1.261 -2.093 0.006  0.136
H: -1.890 0.390 -1.892  0.166
H: -2.933 -1.140 -1.727  0.130
H: -3.957 0.489 -0.188  0.114
H: -3.297 -0.569 0.918  0.142
H: -2.656 1.825 1.430  0.156
H: -2.459 2.005 -0.483  0.135
H: 3.042 2.624 -0.125  0.135
H: 4.776 0.885 -0.184  0.123
H: 4.164 -1.542 -0.186  0.083
H: 1.964 -2.365 0.238  0.153
N: 0.238 1.704 0.079  0.199
O: -0.268 -1.112 1.599  -0.011

---

Record 5
The following is a quantum chemistry calculation of a structure of composition C12H13NO at a distorted geometry, from the OMol25 dataset.

Summary:
ΔE to the lowest compared entry with this formula, charge and spin = 33.5 kcal per mole
HOMO (alpha / beta) = -5.4 / -9.2 eV
Multiplicity = 3
Expectation value of S² = 2.013
Strongest force on any atom = 7.93 eV/A

Each line ends with the Löwdin spin population.
CARTESIAN COORDINATES (ANGSTROEM)
C: -1.896 1.091 1.176  0.004
C: 1.388 2.044 -0.241  0.306
C: 0.114 2.074 0.138  0.507
C: 2.099 0.826 -0.195  0.242
C: -1.314 0.262 -1.159  0.137
C: 3.413 0.828 -0.426  0.561
C: 1.323 -0.465 0.001  0.012
C: -2.225 -0.836 -0.912  0.027
C: -1.354 -2.003 -0.322  0.001
C: -0.679 -1.528 1.032  0.000
C: 0.156 -0.307 0.971  0.006
C: -0.657 0.892 0.519  0.056
N: -2.811 1.467 1.787  -0.008
O: -0.798 0.866 -2.108  0.026
H: 2.080 2.845 -0.571  0.003
H: -0.572 2.899 0.100  0.025
H: 3.995 -0.041 -0.468  0.042
H: 3.972 1.672 -0.594  0.036
H: 1.025 -0.961 -0.825  0.004
H: 2.098 -1.102 0.389  0.002
H: -3.057 -0.392 -0.415  0.001
H: -2.661 -1.121 -1.881  0.008
H: -2.076 -2.797 -0.223  0.000
H: -0.634 -2.279 -1.072  0.000
H: -1.485 -1.300 1.857  0.001
H: 0.035 -2.393 1.429  0.000
H: 0.524 -0.240 2.017  -0.002

---

Record 6
The following is a quantum chemistry calculation of a structure of composition C12H14BF3MoN7O2 at a distorted geometry, from the OMol25 dataset.

Summary:
ΔE to the lowest compared entry with this formula, charge and spin = 65.7 kcal per mole
HOMO (alpha / beta) = -12.3 / -12.3 eV
Multiplicity = 3
Expectation value of S² = 2.011
Total charge = +1
Strongest force on any atom = 4.80 eV/A

Each line ends with the Löwdin spin population.
CARTESIAN COORDINATES (ANGSTROEM)
Mo: -0.244 -0.422 -0.013  1.715
C: 3.926 0.745 0.091  0.006
C: 2.569 1.027 0.127  0.020
N: 1.864 -0.113 0.069  0.011
N: 2.753 -1.121 -0.001  0.000
C: 3.996 -0.633 0.007  0.022
B: 2.281 -2.587 -0.042  0.001
N: 1.378 -2.730 1.184  0.005
C: 1.520 -3.474 2.282  0.013
C: 0.517 -3.138 3.177  0.003
C: -0.215 -2.156 2.528  0.018
N: 0.317 -1.928 1.320  0.014
N: 1.410 -2.682 -1.297  0.005
C: 1.530 -3.420 -2.401  0.012
C: 0.549 -3.029 -3.300  0.003
C: -0.146 -2.025 -2.646  0.016
N: 0.386 -1.832 -1.433  0.011
H: 4.736 1.441 0.120  0.000
H: 2.087 1.986 0.196  0.000
H: 4.843 -1.284 -0.048  0.001
H: 3.167 -3.357 -0.043  0.000
H: 2.303 -4.198 2.373  0.001
H: 0.345 -3.551 4.149  0.000
H: -1.106 -1.640 2.852  0.002
H: 2.279 -4.180 -2.492  0.001
H: 0.369 -3.427 -4.276  0.000
H: -0.997 -1.448 -2.973  0.002
N: -2.571 0.711 -0.076  -0.002
C: -2.379 2.154 -0.160  0.004
C: -0.892 2.458 0.147  0.008
O: -0.459 3.538 0.412  0.003
O: -0.193 1.353 0.053  0.050
H: -3.155 0.352 -0.829  0.001
H: -3.031 0.444 0.797  0.002
H: -3.001 2.725 0.537  0.000
H: -2.560 2.518 -1.179  0.000
F: -1.790 -1.679 -0.152  0.055
C: -2.206 -3.531 -0.031  -0.002
F: -0.927 -3.907 -0.113  0.000
F: -2.448 -3.483 1.264  0.001

---

Record 7
The following is a quantum chemistry calculation of a structure of composition C12H14BF3N6O2V at a distorted geometry, from the OMol25 dataset.

Summary:
HOMO (alpha / beta) = -16.7 / -16.8 eV
Multiplicity = 2
Expectation value of S² = 0.804
Total charge = +2
Strongest force on any atom = 5.57 eV/A

Each line ends with the Löwdin spin population.
CARTESIAN COORDINATES (ANGSTROEM)
H: 2.485 0.846 1.886  0.000
N: 1.184 -0.507 0.986  -0.045
B: -0.206 -2.472 0.176  0.002
N: 0.912 -1.862 1.086  0.001
C: 1.716 -2.392 1.999  -0.023
V: 0.054 0.624 -0.103  1.176
H: 1.627 -3.443 2.185  -0.001
C: 2.532 -1.364 2.515  -0.014
H: 3.262 -1.466 3.272  -0.001
C: 2.173 -0.195 1.852  0.002
H: -0.304 -3.657 0.333  0.000
C: -0.499 1.871 -1.613  0.006
H: -0.115 2.861 -1.407  0.003
H: -1.545 1.889 -1.265  0.001
H: -0.509 1.562 -2.645  0.002
N: 0.161 -2.124 -1.304  0.002
N: -1.553 -1.733 0.465  0.002
N: 0.347 -0.800 -1.596  -0.022
N: -1.553 -0.342 0.314  -0.043
C: 0.438 -2.877 -2.378  -0.008
C: -2.745 -2.130 0.908  -0.025
H: 0.334 -3.951 -2.288  0.000
H: -2.928 -3.172 1.066  -0.001
C: 0.798 -2.009 -3.409  -0.005
C: -3.561 -0.986 1.050  -0.019
C: 0.736 -0.729 -2.887  0.000
C: -2.778 0.106 0.678  0.004
H: 1.058 -2.278 -4.409  0.000
H: -4.562 -0.957 1.372  -0.001
H: 0.972 0.249 -3.268  0.000
H: -2.918 1.176 0.661  0.001
H: 0.610 1.412 -1.552  0.002
F: 1.123 5.553 1.864  0.000
C: 0.501 4.718 1.001  -0.001
F: -0.798 5.046 1.147  0.000
F: 0.930 5.002 -0.261  0.000
C: 0.802 3.199 1.173  0.002
O: 2.006 2.930 1.273  0.002
O: -0.185 2.402 1.120  0.001

---

Record 8
The following is a quantum chemistry calculation of a structure of composition C12H14BF5N6Re at a distorted geometry, from the OMol25 dataset.

Summary:
ΔE to the lowest compared entry with this formula, charge and spin = 0.0 kcal per mole
HOMO (alpha / beta) = -16.3 / -16.3 eV
Multiplicity = 4
Expectation value of S² = 3.774
Total charge = +2
Strongest force on any atom = 2.78 eV/A

Each line ends with the Löwdin spin population.
CARTESIAN COORDINATES (ANGSTROEM)
H: -0.333 3.092 1.923  0.000
N: -0.091 1.693 0.300  0.062
B: 0.540 0.787 -2.096  0.002
N: 0.327 1.915 -1.065  0.024
C: 0.499 3.219 -1.263  0.059
Re: -0.408 -0.167 0.797  2.457
H: 0.783 3.536 -2.245  0.003
C: 0.252 3.917 -0.080  0.034
H: 0.305 4.977 0.033  0.001
C: -0.092 2.959 0.881  0.016
H: 0.996 1.174 -3.150  0.000
C: -2.415 -2.915 2.645  0.009
H: -2.776 -3.222 3.631  0.001
H: -1.394 -3.253 2.464  0.000
H: -3.122 -3.323 1.919  0.000
N: -0.860 0.217 -2.301  0.009
N: 1.367 -0.372 -1.473  0.025
N: -1.593 -0.292 -1.246  0.026
N: 1.162 -0.871 -0.134  0.063
C: -1.523 0.124 -3.468  0.017
C: 2.380 -1.026 -2.045  0.060
H: -1.084 0.462 -4.395  0.001
H: 2.626 -0.771 -3.067  0.003
C: -2.759 -0.446 -3.201  0.006
C: 2.921 -1.938 -1.134  0.035
C: -2.772 -0.696 -1.819  0.004
C: 2.173 -1.816 0.045  0.016
H: -3.533 -0.618 -3.920  0.000
H: 3.752 -2.595 -1.325  0.001
H: -3.609 -1.139 -1.301  0.000
H: 2.275 -2.320 1.000  0.000
H: -2.326 -1.825 2.559  0.006
F: 0.387 -1.455 3.359  0.010
C: 0.336 -0.136 2.803  0.020
F: -0.615 0.560 3.598  0.013
C: 1.720 0.492 3.112  0.011
F: 2.026 0.388 4.434  0.005
F: 2.711 -0.128 2.420  0.001
F: 1.766 1.813 2.803  0.001